{"formula": "C6H11NO", "method": "wB97M-V/def2-TZVPD", "species": ["C", "C", "C", "C", "C", "C", "O", "N", "H", "H", "H", "H", "H", "H", "H", "H", "H", "H", "H"], "coordinates": [[-0.4323, -1.3444, 0.7220], [-1.0770, -0.8438, -0.5025], [1.6953, -0.5435, 0.0696], [-0.7684, 0.6296, -0.4839], [0.9483, 1.9721, 0.4340], [-1.6939, 1.5797, -0.6854], [-0.0369, -2.6403, 0.8742], [0.5684, 0.8915, -0.1843], [0.1536, -3.0351, 0.0129], [-0.6479, -0.8795, 1.6747], [-2.1585, -1.0086, -0.5926], [-0.6168, -1.3124, -1.3853], [1.5716, -1.3705, -0.6260], [1.8829, -0.8770, 1.0874], [2.5297, 0.0643, -0.2783], [2.0018, 2.2240, 0.4484], [0.2483, 2.5688, 1.0127], [-2.7033, 1.2904, -0.9459], [-1.4648, 2.6347, -0.6519]], "atomic_forces_ev_per_a": [[-0.504, -0.490, 0.391], [0.086, 0.109, -0.208], [-0.145, 1.553, -0.512], [-0.127, 0.111, 0.012], [0.419, 0.939, 0.556], [0.192, -0.179, 0.014], [-0.014, -0.096, -0.108], [0.382, -2.139, -0.402], [-0.081, 0.053, 0.072], [0.010, 0.029, -0.003], [0.083, 0.017, 0.092], [0.011, 0.026, 0.030], [-0.208, 0.142, 0.003], [-0.258, 0.155, 0.016], [0.123, -0.116, 0.039], [-0.042, -0.013, 0.013], [-0.020, -0.063, -0.054], [0.035, -0.023, 0.052], [0.058, -0.014, -0.005]], "relative_energy_kj_mol": 598.10, "mol_weight_g_mol": 113.16, "homo_energy_ev": [-6.89, -6.22], "orbital_gap_ev": [7.47, 6.88]}